No. 1
ORCA calculation (ωB97M-V with the def2-TZVPD basis set) on a molecular structure, C24H26O5STl.

Output
Relative energy (zero: lowest compared OMol25 entry of this formula, charge and spin), eV: 0.438
Net charge: -1
HOMO-LUMO gap, eV: 6.466

CARTESIAN COORDINATES (ANGSTROEM)
Tl -0.26641 -1.96808 2.10216
C 1.78187 -0.71309 -4.99444
O 1.08700 -1.93522 -5.06433
C 0.44532 -2.35067 -3.92575
C -0.23231 -3.58108 -4.04086
C -0.89416 -4.05547 -2.93824
C -0.94305 -3.38421 -1.70299
C -1.72345 -3.96114 -0.60853
C -2.31368 -5.35614 -0.79059
O -1.95382 -3.38995 0.44664
C -0.24305 -2.12115 -1.57163
O -0.18444 -1.41718 -0.52351
C 0.44454 -1.65009 -2.74991
H 2.23015 -0.55863 -5.97397
H 2.56766 -0.74217 -4.23473
H 1.10733 0.11827 -4.76934
H -0.21874 -4.11255 -4.98166
H -1.42130 -4.99667 -3.03717
H -1.57785 -6.07068 -1.16006
H -3.14297 -5.33042 -1.50060
H -2.68927 -5.68028 0.17661
H 0.96409 -0.70864 -2.63596
O 0.40546 0.42308 1.32761
S 1.10386 0.76889 0.06154
C -0.22007 1.43141 -0.99592
C -1.14225 2.33879 -0.24296
C -1.17531 3.70421 -0.51727
C -1.99126 4.55566 0.21385
C -2.77559 4.04329 1.24007
C -2.74374 2.68387 1.51782
C -1.94067 1.82433 0.78059
C 1.97873 2.33839 0.42940
C 2.75662 2.17157 1.69942
C 3.89790 1.37525 1.73182
C 4.58402 1.17054 2.91802
C 4.13380 1.76005 4.09125
C 2.99208 2.54750 4.06902
C 2.30566 2.74745 2.88051
H -0.71573 0.51854 -1.33119
H 0.25504 1.91792 -1.85279
H -0.55657 4.10254 -1.31474
H -2.01212 5.61404 -0.01469
H -3.40746 4.70397 1.82047
H -3.33450 2.27067 2.32416
H -1.92496 0.77522 1.04953
H 1.23875 3.13305 0.51538
H 2.63717 2.53623 -0.41992
H 4.24046 0.89921 0.82024
H 5.46317 0.53946 2.92964
H 4.66144 1.59285 5.02102
H 2.62314 2.99364 4.98342
H 1.39554 3.33421 2.86791
C -3.12240 -1.37885 3.18262
O -2.09236 -0.73096 2.52988
H -3.43606 -0.84974 4.10228
H -2.87751 -2.41255 3.50415
H -4.02775 -1.47849 2.55668



No. 2
ORCA calculation (ωB97M-V with the def2-TZVPD basis set) on a molecular structure, C27H25BN2O4Tc at a distorted geometry.

Output
Spin multiplicity: 4
Net charge: +2
HOMO-LUMO gap (alpha / beta), eV: 6.182 / 4.781
⟨S²⟩: 3.862

CARTESIAN COORDINATES (ANGSTROEM)
Tc -0.20005 -0.37841 0.70047
C 2.87884 -1.29486 0.57595
O 1.93695 -0.18939 0.71491
C 2.37922 1.10465 0.37662
C 3.69409 1.52047 0.34930
C 3.97483 2.83745 0.01240
C 2.95659 3.72956 -0.29247
C 1.63908 3.31773 -0.24669
C 1.34828 2.00231 0.09554
N 0.03499 1.48769 0.22159
N -0.94860 2.33675 0.10704
C -2.23809 2.11309 0.19846
C -2.83575 0.80233 0.44322
O -2.07711 -0.22984 0.68204
C -4.22098 0.66001 0.40980
C -5.03415 1.74597 0.19225
C -4.52224 3.05384 0.00732
C -5.38904 4.14475 -0.17922
C -4.88291 5.41693 -0.32369
C -3.50595 5.62260 -0.27456
C -2.63367 4.55918 -0.10608
C -3.12449 3.26079 0.02616
H 3.88689 -0.96860 0.79163
H 2.82827 -1.69001 -0.43493
H 2.59695 -2.05709 1.29818
H 4.51542 0.86353 0.59138
H 5.00484 3.16484 -0.00899
H 3.19194 4.74934 -0.56206
H 0.82804 3.99104 -0.47872
H -4.62640 -0.33116 0.56469
H -6.10934 1.61233 0.17320
H -6.45740 3.97147 -0.20639
H -5.55256 6.25270 -0.47165
H -3.11114 6.62584 -0.36286
H -1.56892 4.72873 -0.06433
C -1.68823 -8.62575 -0.32217
C -1.11323 -7.77306 0.82634
C -2.20978 -7.56920 1.87049
C 0.05174 -8.54124 1.48080
C -0.59445 -6.46269 0.25816
C 0.39004 -6.48184 -0.74890
C 0.89968 -5.34176 -1.34672
C 0.39382 -4.13913 -0.90238
O 0.70915 -2.84401 -1.28515
B -0.06446 -2.04368 -0.51314
O -0.86740 -2.76758 0.35770
C -0.55784 -4.10035 0.11326
C -1.07338 -5.23195 0.70417
H -2.08279 -9.55647 0.08537
H -0.93250 -8.87792 -1.06517
H -2.50197 -8.09580 -0.82116
H -2.53966 -8.54115 2.23437
H -3.07787 -7.06324 1.44224
H -1.85062 -7.00035 2.73061
H -0.32044 -9.48752 1.87328
H 0.47446 -7.96735 2.30782
H 0.84739 -8.76042 0.76896
H 0.77665 -7.43343 -1.08700
H 1.65083 -5.38809 -2.12338
H -1.82679 -5.14978 1.47419



No. 3
ORCA calculation (ωB97M-V with the def2-TZVPD basis set) on a molecular structure, C3H6O3Ru at a distorted geometry.

Output
Relative energy (zero: lowest compared OMol25 entry of this formula, charge and spin), eV: 4.480
Spin multiplicity: 6
Net charge: +3
HOMO-LUMO gap (alpha / beta), eV: 10.219 / 5.049
⟨S²⟩: 8.774

CARTESIAN COORDINATES (ANGSTROEM)
H 1.23580 -1.45420 0.96282
O -1.73138 0.02373 -1.05145
C -1.00519 -0.28869 -0.15402
O -0.03081 0.62266 0.19029
Ru 1.89852 0.42564 -0.60246
O -0.64284 -1.52664 0.07027
C 0.71227 -1.94425 0.12581
H 1.20594 -1.84600 -0.86059
H 0.71574 -3.01691 0.33749
C -0.50829 2.00503 0.24030
H 0.39828 2.58484 0.43665
H -0.94609 2.38660 -0.68499
H -1.30194 2.02820 0.98988



No. 4
ORCA calculation (ωB97M-V with the def2-TZVPD basis set) on 11 unconnected molecules or ions with the total composition C21H49N3O8S at a distorted geometry.

Output
HOMO-LUMO gap, eV: 8.097

CARTESIAN COORDINATES (ANGSTROEM)
C 11.07994 -18.21053 18.80910
O 10.39624 -19.23071 18.13776
H 11.65119 -18.61412 19.64509
H 11.72764 -17.84509 18.01220
H 10.44482 -17.38524 19.13099
H 9.96801 -18.90343 17.34334
C 20.35653 -15.21854 19.06121
O 21.52749 -14.94939 18.44788
H 20.33596 -14.48842 19.87027
H 19.44064 -15.06568 18.49033
H 20.28789 -16.18307 19.56426
H 21.57039 -14.06517 18.07650
C 16.39467 -17.96284 25.82244
O 16.94811 -18.40426 24.55047
H 16.75622 -16.96751 26.08071
H 15.30799 -18.03515 25.86711
H 16.88310 -18.63977 26.52338
H 17.33189 -19.28158 24.61845
C 18.88042 -24.36435 16.03591
O 18.28603 -23.51339 16.96022
H 18.36028 -24.43765 15.08082
H 19.90726 -24.03694 15.87309
H 18.95391 -25.38688 16.40621
H 18.34151 -22.59186 16.69697
C 16.91243 -24.26934 23.19391
O 16.76929 -23.01262 23.85146
H 16.96819 -24.27026 22.10533
H 17.85895 -24.71095 23.50564
H 16.09159 -24.91231 23.51156
H 16.29800 -22.37314 23.31243
C 21.11100 -18.26171 15.54388
O 20.13061 -19.12918 15.99341
H 21.54381 -18.45865 14.56307
H 20.66110 -17.27780 15.41118
H 21.91442 -18.02866 16.24267
H 20.57544 -19.76778 16.55547
C 15.86745 -19.81101 18.94475
O 16.57177 -18.88508 19.82290
H 15.40294 -20.64866 19.46502
H 15.11834 -19.28828 18.35002
H 16.59460 -20.03111 18.16316
H 16.01999 -18.33031 20.37910
N 14.71573 -13.99630 21.04642
C 13.96551 -13.21649 20.23210
C 12.91973 -12.65413 20.96786
C 13.01320 -13.26486 22.21746
C 14.14450 -13.97802 22.28015
H 15.62279 -14.38132 20.82487
H 14.40513 -12.86638 19.30985
H 12.19999 -11.87254 20.77429
H 12.39393 -13.17217 23.09740
H 14.67521 -14.40268 23.11944
N 24.10979 -20.78115 21.80149
C 23.93569 -21.96717 21.16148
C 22.53682 -22.21771 21.12637
C 21.83496 -21.21598 21.84032
C 22.84089 -20.35684 22.25855
H 24.99213 -20.29322 21.86056
H 24.74606 -22.54871 20.74738
H 22.14281 -23.02092 20.52136
H 20.80075 -20.91848 21.74930
H 22.71135 -19.43519 22.80643
N 9.71954 -23.52056 20.56390
C 8.75134 -23.94230 21.39107
C 9.20278 -25.12415 21.94192
C 10.42955 -25.41709 21.46144
C 10.72672 -24.43785 20.55632
H 9.74895 -22.59519 20.16026
H 7.85111 -23.35807 21.51223
H 8.67194 -25.68384 22.69780
H 11.09404 -26.20862 21.77505
H 11.60453 -24.25519 19.95426
C 16.01451 -16.39401 13.80097
S 15.81484 -15.11303 12.58054
O 16.03202 -13.74786 13.27446
C 17.12717 -15.66091 11.44111
H 15.21872 -16.16207 14.50881
H 17.02632 -16.15884 14.13117
H 15.67383 -17.37043 13.45651
H 17.00829 -14.95682 10.61756
H 17.15772 -16.65537 10.99593
H 18.04453 -15.57445 12.02342



It is found that the electronic energy values, taken in the order of the records, are -1877.0379, -1559.4221, -436.7855, -1993.6114 hartree.